2 unconnected molecules or ions with the total composition C3H3IO2 in a non-equilibrium geometry. Source: OMol25; level of theory: ωB97M-V/def2-TZVPD.

The geometry in XYZ format:
```
9
C3H3IO2 | OMol25 | ωB97M-V/def2-TZVPD
O 0.281 -2.250 -1.238
C -0.316 -1.502 -0.601
C -0.941 -0.738 0.254
I -0.555 -0.739 2.328
H -1.893 -0.366 -0.217
C 0.849 1.445 -0.135
O 0.008 2.183 -0.430
H 1.241 1.256 0.897
H 1.328 0.710 -0.857
```

Computed properties:
DFT total energy	-15352.606	eV
energy above the lowest of the compared OMol25 structures with the same formula, charge and spin	44.5	kcal/mol
SMILES	O=C=CI.C=O
E_LUMO	-0.70	eV

A molecular structure, C3H3IrO2 in a non-equilibrium geometry. Source: OMol25; level of theory: ωB97M-V/def2-TZVPD.

The geometry in XYZ format:
```
9
C3H3IrO2 | OMol25 | ωB97M-V/def2-TZVPD
O 0.336 0.983 0.807
C 2.169 -2.256 -0.302
O 2.325 -1.167 -0.010
Ir 2.024 0.767 0.569
C -0.755 0.296 0.492
H -1.170 -0.313 1.308
H -1.247 1.366 -1.290
C -1.467 0.525 -0.627
H -2.214 -0.201 -0.948
```

Computed properties:
DFT total energy	-10065.059	eV
energy above the lowest of the compared OMol25 structures with the same formula, charge and spin	0.0	kcal/mol
spin multiplicity	5
E_LUMO (spin up / spin down)	-10.73 / -13.52	eV
charge	+2

A molecular structure, C3H3IrO2 in a non-equilibrium geometry. Source: OMol25; level of theory: ωB97M-V/def2-TZVPD.

The geometry in XYZ format:
```
9
C3H3IrO2 | OMol25 | ωB97M-V/def2-TZVPD
C 0.905 1.281 -1.326
H 1.936 1.620 -1.482
H 0.529 0.802 -2.244
H 0.382 2.244 -1.219
C 1.150 0.016 -0.147
O 2.109 -0.250 0.526
C -0.158 0.484 0.207
O -1.212 -0.064 -0.295
Ir -1.858 -0.231 1.406
```

Computed properties:
DFT total energy	-10062.474	eV
energy above the lowest of the compared OMol25 structures with the same formula, charge and spin	59.6	kcal/mol
spin multiplicity	5
E_LUMO (spin up / spin down)	-11.53 / -14.02	eV
charge	+2

A molecular structure, C3H3IrO2 in a non-equilibrium geometry. Source: OMol25; level of theory: ωB97M-V/def2-TZVPD.

The geometry in XYZ format:
```
9
C3H3IrO2 | OMol25 | ωB97M-V/def2-TZVPD
O -0.780 0.650 0.854
C -0.281 0.062 -0.186
C -1.530 -0.457 -0.732
C -2.347 0.033 0.352
H -1.748 -0.879 -1.710
H -2.790 -0.690 1.045
H -2.887 0.978 0.241
O 0.907 -0.109 -0.471
Ir 2.477 -0.316 0.271
```

Computed properties:
DFT total energy	-10044.115	eV
energy above the lowest of the compared OMol25 structures with the same formula, charge and spin	38.2	kcal/mol
spin multiplicity	6
E_LUMO (spin up / spin down)	-17.79 / -20.79	eV
charge	+3

A molecular structure, C3H3Li2O3Pt in a non-equilibrium geometry. Source: OMol25; level of theory: ωB97M-V/def2-TZVPD.

The geometry in XYZ format:
```
12
C3H3Li2O3Pt | OMol25 | ωB97M-V/def2-TZVPD
O 0.565 1.899 0.315
Li 0.759 3.038 1.647
C 0.136 0.699 0.246
O -0.472 0.442 -0.976
C 0.072 -0.724 -1.700
H 0.950 -0.365 -2.262
H -0.712 -0.969 -2.434
Pt 0.262 -1.806 -0.029
C 0.097 -0.302 1.522
O 1.258 -0.999 1.620
Li -1.996 -0.430 0.167
H -0.920 -0.482 1.883
```

Computed properties:
DFT total energy	-12947.917	eV
energy above the lowest of the compared OMol25 structures with the same formula, charge and spin	0.0	kcal/mol
spin multiplicity	3
E_LUMO (spin up / spin down)	-4.24 / -4.39	eV
charge	+1

A molecular structure, C3H3LiMnO3 in a non-equilibrium geometry. Source: OMol25; level of theory: ωB97M-V/def2-TZVPD.

The geometry in XYZ format:
```
11
C3H3LiMnO3 | OMol25 | ωB97M-V/def2-TZVPD
C 0.146 -0.551 -0.204
C 0.983 -0.413 0.994
O 1.505 -0.088 -0.300
C -0.875 0.566 -0.632
O -0.402 1.680 -0.942
O -2.069 0.279 -0.475
Li -3.214 -0.964 0.173
H 0.006 -1.533 -0.662
H 1.453 -1.294 1.432
H 0.849 0.451 1.650
Mn 1.618 1.868 -1.034
```

Computed properties:
DFT total energy	-40820.309	eV
energy above the lowest of the compared OMol25 structures with the same formula, charge and spin	0.0	kcal/mol
spin multiplicity	7
E_LUMO (spin up / spin down)	-4.32 / -4.33	eV
charge	+1

- Number 1 is which compound?
  C3H3IO2